No. 1
The following is a DFT calculation (ωB97M-V with the def2-TZVPD basis set) of C38H36CoN6O2P as an isolated structure.

Each line ends with the Mulliken charge.
CARTESIAN COORDINATES (ANGSTROEM)
Co: 0.443 -0.185 0.362  -0.446
P: -0.168 0.337 2.402  2.890
O: 0.421 3.650 -0.217  -0.675
O: -1.494 -2.638 -2.204  -0.577
N: -0.256 -0.830 -1.478  -0.001
N: 2.004 -2.636 -1.675  -0.337
N: -0.318 1.470 -0.198  0.703
N: 5.144 -1.775 2.237  -0.202
N: -1.110 1.862 2.495  0.984
N: 1.620 -1.736 0.898  0.064
C: -3.660 -0.711 0.268  -0.991
C: 1.781 -4.737 -3.475  -0.422
C: -1.109 -2.090 5.630  -0.970
C: 0.124 -2.479 6.126  -0.802
C: 3.067 -3.355 -2.037  -0.154
C: -0.149 2.768 0.409  -1.275
C: 3.015 -4.400 -2.939  -0.935
C: -1.887 2.087 3.603  -0.099
C: 1.278 -1.994 5.527  -1.128
C: -1.954 -0.005 -3.090  -0.914
C: -0.043 -0.758 3.904  1.075
C: -2.705 1.051 -3.521  -0.798
C: -1.188 -1.254 4.525  -0.560
C: 1.491 1.926 4.307  -0.501
C: -1.714 -0.605 1.722  0.731
C: 3.817 -2.400 1.857  -0.855
C: -1.124 0.117 -1.950  0.417
C: 0.668 -4.007 -3.099  -0.834
C: -1.895 2.473 -1.760  -0.771
C: -1.093 1.393 -1.279  1.702
C: -2.759 0.017 1.035  -1.298
C: 2.380 1.710 2.111  -0.276
C: 2.578 2.701 4.676  -0.837
C: -0.874 4.250 2.238  -0.890
C: 0.820 -2.950 -2.206  0.563
C: 1.190 -1.129 4.446  -0.046
C: -1.574 4.457 3.391  -0.821
C: -2.145 3.334 4.061  -0.781
C: -3.539 -2.086 0.156  -0.429
C: 3.583 2.981 3.754  -0.772
C: -0.427 -2.119 -1.928  -0.193
C: 3.479 2.491 2.462  -1.132
C: -2.688 2.297 -2.848  -0.862
C: 2.976 -1.315 1.211  -0.392
C: -0.698 2.953 1.725  0.970
C: -1.624 -2.000 1.598  -0.294
C: -2.517 -2.734 0.834  -0.983
C: 1.373 1.399 3.017  0.343
H: -0.862 -2.545 2.150  0.308
H: 4.029 -3.246 1.206  0.414
H: -2.413 -3.809 0.760  0.460
H: -0.478 5.069 1.652  0.562
H: -2.775 3.456 4.931  0.475
H: -2.163 -1.013 4.123  0.267
H: -4.227 -2.649 -0.459  0.412
H: -2.001 -0.940 -3.622  0.478
H: 2.640 3.103 5.679  0.468
H: -3.325 0.935 -4.401  0.425
H: -3.304 3.110 -3.209  0.440
H: -0.317 -4.224 -3.483  0.509
H: -1.729 5.457 3.771  0.458
H: -4.453 -0.192 -0.255  0.466
H: 4.425 3.600 4.038  0.452
H: 3.370 -2.753 2.788  0.416
H: 5.642 -1.439 1.409  0.370
H: 3.442 -0.968 0.283  0.482
H: 0.715 1.727 5.040  0.470
H: -2.019 -2.444 6.097  0.459
H: 4.992 -0.963 2.845  0.290
H: 2.096 -0.681 4.063  0.791
H: 1.177 -2.214 1.676  0.309
H: 5.754 -2.431 2.728  0.402
H: 2.936 -0.456 1.877  -0.387
H: 0.187 -3.136 6.983  0.422
H: 2.248 -2.263 5.931  0.437
H: 1.688 -5.552 -4.180  0.442
H: 4.224 2.745 1.718  0.569
H: -2.265 1.202 4.097  0.211
H: 3.915 -4.933 -3.211  0.402
H: -2.870 1.092 1.074  0.336
H: 2.310 1.374 1.075  0.235
H: -1.851 3.424 -1.250  0.493
H: 4.014 -3.068 -1.590  0.430
H: 1.637 -2.318 0.044  0.638

* molar mass: 698.65 g/mol
* net charge: +1
* energy: -99933.4874 eV
* multiplicity: 4

=====

No. 2
The following is a DFT calculation (ωB97M-V with the def2-TZVPD basis set) of C50H88N2O22Rb as an isolated structure in a non-equilibrium geometry.

Each line ends with the Mulliken charge.
CARTESIAN COORDINATES (ANGSTROEM)
Rb: 8.289 2.731 -8.037  0.856
O: 14.283 1.295 -10.076  -0.607
O: 8.386 3.823 -10.747  -0.982
O: 8.524 9.374 -17.183  -0.555
O: 2.533 4.780 -17.154  -0.287
O: 5.387 5.803 -21.090  -0.559
O: 9.725 1.118 -16.407  -0.115
O: 1.871 7.058 -7.278  -0.252
O: 13.618 1.591 -12.218  -0.384
O: 1.733 9.261 -7.495  -0.411
O: 10.127 9.592 -15.634  -0.428
O: 9.019 7.720 -15.692  0.069
O: 4.297 8.046 -12.382  -0.484
O: 5.739 9.626 -12.920  -0.413
O: 11.581 -0.161 -16.315  -0.550
O: 5.703 7.258 -19.376  -0.433
O: 0.133 1.231 -8.269  -0.490
O: 5.805 5.099 -18.993  -0.526
O: 12.495 2.515 -10.591  -0.413
O: 9.744 -0.852 -17.385  -0.400
O: 7.718 2.639 -5.079  -0.857
O: -0.050 8.115 -6.787  -0.572
O: 4.236 9.969 -11.265  -0.576
N: 7.307 3.560 -11.669  0.968
N: 6.596 3.563 -5.252  1.067
C: 1.526 1.395 -8.490  -0.418
C: 0.522 3.659 -16.376  -0.648
C: 5.099 7.422 -13.392  1.287
C: 12.134 1.814 -14.132  -1.355
C: 9.154 8.934 -16.269  0.469
C: 12.698 2.478 -12.874  0.746
C: 3.042 9.014 -8.036  0.719
C: 6.146 5.646 -17.698  1.746
C: 11.698 2.763 -11.769  0.012
C: 7.448 5.133 -17.157  -0.151
C: 6.598 3.305 -14.023  0.834
C: 10.440 8.986 -14.393  -0.521
C: 4.476 5.377 -4.755  -0.944
C: 8.492 -0.274 -17.784  0.489
C: 6.051 7.127 -18.009  0.424
C: 6.962 4.869 -4.734  1.911
C: 5.719 1.793 -10.721  -1.691
C: 1.429 5.299 -17.930  -0.418
C: 5.082 1.918 -6.259  -0.979
C: 5.259 2.993 -5.164  1.341
C: 10.466 0.032 -16.694  0.513
C: 5.877 5.900 -5.068  -1.536
C: 5.989 8.560 -13.850  0.265
C: 4.133 4.054 -5.398  -0.268
C: 13.555 1.771 -10.910  0.535
C: 7.198 4.828 -3.201  -1.967
C: 0.202 4.984 -17.083  -0.718
C: 4.055 9.845 -7.264  -1.527
C: 5.627 4.187 -9.918  -0.598
C: 5.978 3.297 -11.141  1.822
C: 7.378 -1.314 -17.679  -1.469
C: 7.753 3.143 -12.985  2.354
C: 3.131 7.496 -7.793  0.561
C: 4.927 2.408 -3.783  -2.120
C: 2.021 3.932 -16.116  -0.153
C: 8.246 5.426 -5.411  -1.970
C: 5.219 2.849 -13.564  -0.852
C: 8.824 4.127 -13.479  -0.549
C: -0.367 2.339 -7.528  -0.510
C: 10.835 6.446 -14.955  -1.435
C: 4.903 3.487 -12.210  -0.879
C: 4.684 9.307 -12.150  0.570
C: 1.076 8.141 -7.151  0.586
C: 4.232 7.017 -14.593  -1.193
C: 8.370 0.867 -16.775  0.010
C: 1.688 2.918 -8.634  1.250
C: 0.377 3.527 -8.112  -0.571
C: 5.594 6.037 -19.950  0.525
C: 9.865 7.555 -14.562  0.778
C: 8.253 1.707 -13.009  -1.200
H: 7.660 -2.187 -18.268  0.400
H: 4.027 1.646 -6.377  0.119
H: 1.867 0.915 -9.407  0.222
H: 0.392 2.792 -17.032  0.276
H: 11.512 8.834 -14.275  0.394
H: 5.705 1.096 -11.560  0.420
H: 3.146 9.305 -9.082  0.191
H: 3.905 3.136 -11.923  0.242
H: 5.172 1.761 -13.483  0.316
H: 3.942 7.861 -15.213  0.670
H: 1.849 3.314 -9.638  -0.102
H: 2.534 3.326 -8.074  -0.784
H: 10.227 5.639 -15.350  0.136
H: -0.753 5.057 -17.597  0.444
H: 6.871 2.719 -14.906  -0.399
H: 8.348 6.491 -5.186  0.412
H: 7.061 8.368 -13.869  -0.349
H: 9.296 7.258 -13.679  0.122
H: 13.241 3.398 -13.109  0.144
H: 10.000 9.478 -13.529  0.272
H: 8.587 1.362 -13.993  -0.334
H: 4.413 5.357 -3.659  0.501
H: 11.440 6.129 -14.102  0.448
H: 8.263 5.297 -6.493  0.308
H: 8.741 4.222 -14.566  -0.014
H: 2.132 4.409 -15.141  0.062
H: 2.640 3.064 -16.344  0.251
H: 6.419 4.357 -14.267  -0.703
H: 6.455 5.334 -2.572  0.337
H: 6.034 6.372 -6.039  0.274
H: 8.696 -0.011 -18.824  0.304
H: 4.757 3.150 -3.003  0.334
H: 11.587 6.777 -15.675  0.444
H: 5.364 5.292 -17.023  -0.852
H: 5.693 6.657 -12.894  -0.135
H: 3.976 9.520 -6.221  0.373
H: 6.010 5.206 -10.051  0.388
H: 1.262 4.727 -18.849  0.275
H: 6.544 1.425 -10.109  0.179
H: 3.955 7.273 -7.110  -0.478
H: 9.007 1.437 -12.267  0.268
H: 0.265 5.752 -16.302  0.223
H: 3.860 10.913 -7.302  0.367
H: 10.867 2.075 -11.595  0.022
H: 7.020 -1.518 -16.675  0.357
H: 11.645 0.885 -13.848  0.297
H: 8.331 5.465 -17.702  0.477
H: 8.037 5.463 -2.876  0.498
H: 4.035 4.280 -6.468  -0.639
H: 9.819 3.821 -13.161  -0.935
H: 5.301 7.691 -17.459  0.230
H: 11.381 2.459 -14.587  0.264
H: 4.527 3.221 -14.323  0.092
H: -0.110 3.356 -15.542  0.350
H: 7.061 7.531 -17.922  0.010
H: 7.858 1.733 -17.195  -0.119
H: 5.370 2.289 -7.246  0.067
H: 3.181 3.670 -5.033  0.633
H: 7.408 3.815 -2.866  0.355
H: 5.709 1.693 -3.518  0.402
H: 4.759 1.660 -10.216  0.141
H: 5.763 8.914 -14.856  0.189
H: 3.374 6.430 -14.258  0.297
H: 7.770 0.562 -15.916  0.197
H: -0.181 3.902 -8.973  0.308
H: 4.593 4.502 -9.757  0.313
H: 0.596 4.408 -7.510  0.229
H: 2.093 0.961 -7.663  0.330
H: 6.124 3.683 -9.103  -1.005
H: 12.871 1.592 -14.899  0.543
H: 5.997 6.664 -4.291  0.422
H: 1.504 6.353 -18.184  0.326
H: 3.990 1.839 -3.819  0.481
H: 3.268 6.832 -8.648  0.105
H: -1.437 2.314 -7.726  0.304
H: 5.057 9.578 -7.598  0.348
H: 7.469 5.612 -16.173  -0.042
H: 11.248 3.753 -11.792  0.240
H: 4.669 6.297 -15.290  -0.359
H: 6.529 -0.959 -18.274  0.376
H: 9.094 4.922 -4.947  0.373
H: 3.702 6.138 -4.922  0.347
H: 5.629 1.008 -6.013  0.268
H: 8.669 5.142 -13.109  0.409
H: 4.695 4.559 -12.353  -0.003
H: 7.484 0.977 -12.726  0.173
H: 7.411 4.053 -17.037  -0.693
H: -0.193 2.209 -6.453  0.282

* molar mass: 1154.71 g/mol
* net charge: -1
* energy: -101955.2820 eV